1 | 6
Properties=species:S:1:pos:R:3:lowdin_charge:R:1 method="wB97M-V/def2-TZVPD" smiles=O[SiH2]F lumo_ev=0.044 gap_ha=0.4169
O -0.797 0.996 0.171 -0.30
F 1.688 0.498 0.160 -0.24
Si 0.252 -0.228 -0.089 0.38
H -1.967 0.724 0.045 0.23
H 0.182 -1.296 1.053 -0.02
H 0.642 -0.695 -1.340 -0.05

---

2 | 6
Properties=species:S:1:pos:R:3:lowdin_charge:R:1 method="wB97M-V/def2-TZVPD" smiles="O=[SiH2].F" lumo_ev=-0.690 gap_ha=0.3914
O -0.490 0.263 -1.285 -0.41
F 2.498 0.082 0.131 -0.11
Si -1.068 -0.015 0.068 0.66
H 1.742 0.043 -0.452 0.05
H -0.375 0.098 1.261 -0.08
H -2.306 -0.472 0.277 -0.11

---

Consider the structures shown above. The most stable of them is 1.